ORCA calculation (ωB97M-V/def2-TZVPD) on a 2-piece molecular cluster, C6H16S overall.

CARTESIAN COORDINATES (ANGSTROEM)
H (0.655, 0.983, 2.390)
C (1.083, 0.953, 1.369)
H (-3.109, -1.761, -0.168)
C (1.654, -0.517, 1.035)
H (2.746, -0.444, 1.571)
H (0.951, -1.344, 1.406)
C (1.994, 2.083, 1.080)
S (-1.451, -1.376, -2.139)
H (-3.658, 0.181, 0.178)
H (0.614, -0.684, -1.301)
H (2.588, 1.706, 0.252)
H (0.242, 1.073, 0.652)
H (1.362, 2.882, 0.543)
C (0.342, -1.512, -1.993)
H (-2.036, 1.178, -0.129)
H (2.522, 2.460, 1.988)
C (-2.751, 0.356, -0.413)
H (0.802, -2.419, -1.751)
C (-2.198, -1.092, -0.425)
H (0.806, -1.326, -3.043)
H (1.601, -0.674, -0.031)
H (-1.491, -1.186, 0.339)
H (-3.269, 0.480, -1.410)

Summary:
Charge: 0
Orbital gap: 9.38 eV
Structure (SMILES): CCSC.CCC
2S+1: 1